{"formula": "C12H8ClF6N2O8S3Sn", "method": "ωB97M-V/def2-TZVPD", "symbols": ["Sn", "C", "C", "C", "C", "C", "C", "C", "C", "C", "S", "C", "N", "H", "H", "H", "H", "H", "H", "H", "H", "F", "C", "F", "F", "S", "O", "O", "N", "S", "O", "O", "C", "F", "F", "F", "O", "Cl", "O", "O", "O"], "coordinates": [[-0.28, -0.86, -1.46], [-1.85, -0.63, 1.31], [-0.46, -0.54, 1.86], [-0.24, -0.36, 3.24], [1.04, -0.23, 3.71], [2.12, -0.30, 2.81], [3.46, -0.15, 3.22], [4.49, -0.25, 2.33], [4.22, -0.57, 0.99], [2.92, -0.72, 0.55], [2.70, -1.22, -1.14], [1.82, -0.53, 1.43], [0.54, -0.61, 0.99], [-2.58, -0.72, 2.11], [-1.93, -1.51, 0.64], [-2.06, 0.28, 0.73], [-1.09, -0.34, 3.91], [1.23, -0.07, 4.76], [3.66, 0.05, 4.27], [5.52, -0.12, 2.64], [5.03, -0.73, 0.30], [-4.46, 0.22, -0.55], [-4.64, 0.71, -1.78], [-5.27, -0.19, -2.51], [-5.38, 1.80, -1.68], [-2.92, 1.00, -2.45], [-2.39, -0.36, -2.33], [-2.90, 1.57, -3.73], [-2.31, 1.89, -1.31], [-0.87, 2.46, -1.51], [-0.44, 3.23, -0.41], [0.05, 1.33, -1.82], [-0.76, 3.46, -3.09], [-1.89, 4.09, -3.32], [-0.47, 2.64, -4.09], [0.22, 4.34, -2.97], [0.71, -3.24, -2.39], [1.15, -3.69, -1.15], [0.31, -3.23, -0.12], [1.48, -5.01, -1.07], [2.54, -2.90, -0.91]], "largest_force_ha_per_bohr": 0.0466, "e_lumo_ha": -0.166, "gap_ev": 8.47, "charge": 1}